[1]
Formula: C26H50ClF5P2PtSi2
Source: the OMol25 dataset
Level of theory: ωB97M-V with the def2-TZVPD basis set

Last column: Mulliken charge in e.
Geometry (Å):
Pt  0.3204  -0.9078  0.5528  1.0836
C  -1.0693  -0.0379  2.0976  -1.4654
C  -1.6410  1.1403  1.4898  0.4262
C  -2.5444  0.7094  0.4967  0.2106
Si  -1.4071  2.9074  2.0912  0.0173
C  -2.5565  -0.6910  0.4056  -1.0671
C  -1.6310  -1.2185  1.4019  0.3135
Si  -1.5359  -3.0022  2.0296  0.3303
H  -0.6537  -0.1061  3.1000  0.5854
H  -3.1822  1.3846  -0.0798  0.4790
H  -3.2192  -1.3174  -0.1679  0.4598
Cl  1.4400  0.8238  -3.3574  -0.0069
C  -1.3044  -2.9132  3.8682  -1.0952
C  -3.0872  -3.8976  1.5160  -1.1108
C  -1.0505  2.8617  3.9200  -1.1597
C  -2.9467  3.9194  1.7712  -1.0558
H  -3.9417  -3.4420  2.0410  0.3419
H  -2.9836  -4.9363  1.8556  0.3597
H  -3.2954  -3.8894  0.4370  0.3428
H  -0.3630  -2.4123  4.1315  0.2225
H  -1.2825  -3.9495  4.2369  0.3437
H  -2.1365  -2.3794  4.3512  0.3071
H  -3.7989  3.3988  2.2279  0.3499
H  -3.1548  4.0831  0.7094  0.3115
H  -2.8189  4.8892  2.2716  0.3354
H  -1.9337  2.4860  4.4535  0.3159
H  -0.8274  3.8748  4.2832  0.3331
H  -0.2013  2.2028  4.1444  0.2759
C  -0.0073  -3.8295  1.2456  -1.2584
C  0.0474  3.6551  1.1274  -1.2135
P  0.3733  -2.9538  -0.2920  0.2607
H  -0.1380  -4.8949  1.0067  0.9239
H  0.8264  -3.7158  1.9564  0.2543
P  0.3000  2.8995  -0.5118  0.4694
H  0.9468  3.4606  1.7168  0.4044
H  -0.0587  4.7516  1.0045  0.8811
C  1.8325  3.7586  -1.1785  0.6498
C  -1.1081  3.7226  -1.4520  1.1493
C  -0.9801  -3.4750  -1.4515  1.4839
C  1.8888  -3.5708  -1.0792  0.9355
C  2.9647  -2.5035  -1.2252  -1.4214
H  1.5193  -3.8455  -2.0827  0.3861
C  2.4985  -4.7957  -0.4032  -1.6368
H  2.8530  -4.5608  0.6098  0.2662
H  3.3669  -5.0946  -1.0011  0.4953
H  1.8154  -5.6531  -0.3429  0.3199
H  2.6105  -1.6042  -1.7480  0.1497
H  3.7932  -2.9447  -1.7955  0.5376
H  3.3544  -2.2081  -0.2415  0.2019
H  -1.9145  -3.2083  -0.9367  -0.6920
C  -0.9698  -5.0007  -1.6538  -1.5377
C  -0.9295  -2.6829  -2.7661  -1.3901
H  -1.1025  -5.5454  -0.7123  0.3420
H  -0.0525  -5.3669  -2.1322  0.3011
H  -1.8145  -5.2682  -2.2988  0.4640
H  -1.0609  -1.6070  -2.5915  0.1533
H  -1.7485  -3.0212  -3.4133  0.5199
H  0.0117  -2.8256  -3.3156  0.2508
H  -2.0130  3.4461  -0.8879  -0.4921
C  -1.1841  3.0932  -2.8465  -1.3496
C  -0.9937  5.2466  -1.5188  -1.6328
H  -1.0696  5.7267  -0.5368  0.3114
H  -1.8240  5.6250  -2.1298  0.4830
H  -0.0576  5.5628  -2.0005  0.2758
H  -1.3273  2.0087  -2.7865  0.1482
H  -0.2694  3.2945  -3.4225  0.2747
H  -2.0309  3.5247  -3.3949  0.4788
C  2.9859  2.7495  -1.1878  -0.9746
C  2.3260  4.9746  -0.4031  -1.7518
H  1.5716  4.0390  -2.2105  0.3774
H  2.6211  4.6831  0.6170  0.2986
H  1.6213  5.8015  -0.3456  0.3008
H  3.2306  5.3376  -0.9086  0.5255
H  3.2596  2.4697  -0.1587  0.2185
H  3.8556  3.2148  -1.6682  0.5127
H  2.7313  1.8489  -1.7455  -0.1482
C  0.9603  -0.0479  -4.7980  -1.0109
H  -0.1206  -0.1659  -4.8698  0.2966
H  1.3417  0.5340  -5.6512  0.3536
H  1.3782  -1.0445  -4.8758  0.3054
F  3.1125  0.0420  0.9074  -0.2612
C  1.9494  -0.1525  1.6419  -0.8938
F  1.5620  1.1143  2.1099  -0.1295
C  2.3980  -0.9595  2.8846  0.7686
F  3.5011  -0.3871  3.4084  -0.2671
F  1.4540  -0.9782  3.8678  -0.2375
F  2.7182  -2.2542  2.5891  -0.2147

Summary:
energy above the lowest of the compared OMol25 structures with the same formula, charge and spin = 14.8 kcal per mole
HOMO level (spin up / spin down) = -3.216 / -7.507 eV
total energy = -91459.449 eV
expectation value of S² = 6.01
orbital gap (spin up / spin down) = 3.6852 / 4.9618 eV
spin multiplicity = 5

=====

[2]
Formula: C26H50N2O6S
Source: the OMol25 dataset
Level of theory: ωB97M-V with the def2-TZVPD basis set

Last column: Mulliken charge in e.
Geometry (Å):
C  1.0930  -4.3911  -1.3702  -0.8102
O  0.2830  -3.2597  -1.6293  -0.3680
C  0.2775  -2.8527  -2.9981  -0.7887
C  0.9430  -1.4844  -3.1238  1.1241
C  0.5198  -0.6973  -4.3705  -1.0329
C  -0.9520  -0.2898  -4.4286  -0.9504
C  -1.3033  0.7579  -3.3417  0.3490
C  -0.9312  2.1591  -3.8264  -0.7044
C  -1.3838  3.2775  -2.8748  -0.7486
C  -0.3059  4.4100  -2.7951  -1.1093
C  0.3543  4.4071  -1.4064  -0.7857
C  1.6519  3.5990  -1.3511  -1.4082
C  1.4189  2.0699  -1.3092  0.7996
C  2.2105  1.3113  -0.2095  -1.9998
C  1.2938  0.7865  0.9061  1.2387
C  0.7567  2.0032  1.6409  -0.6210
C  -0.3615  1.8303  2.6733  -0.4485
C  -1.4514  0.8060  2.3391  -0.2428
C  -2.8383  1.3711  2.7380  -0.8291
C  -3.9481  0.4846  2.1555  -0.8281
O  -4.7862  -0.1195  3.1567  -0.4412
C  -4.2270  -1.2760  3.6396  0.7655
C  -4.6912  -2.5774  3.0484  -0.9940
O  -3.4013  -1.2462  4.5488  -0.5365
O  0.1566  1.6808  4.0202  -0.5846
S  1.1056  0.3659  4.2683  0.8709
O  1.8185  0.6944  5.4736  -0.7004
O  2.2688  0.4350  3.1074  -0.5738
C  1.9180  -0.2794  1.8498  1.2830
C  3.2515  -0.8100  1.3649  -1.9853
N  3.1883  -1.6210  0.1302  -0.3552
N  0.9069  -1.3091  2.0538  0.1102
C  1.1742  -2.5009  2.4213  0.9503
C  0.5512  -3.6510  1.6497  -0.4957
C  2.0000  -2.8668  3.6264  -1.5754
H  1.9400  -4.4647  -2.0513  0.4126
H  0.4899  -5.3004  -1.4048  0.2617
H  1.5014  -4.2922  -0.3650  0.3096
H  -0.7646  -2.7903  -3.3081  0.1862
H  0.7968  -3.5764  -3.6237  0.4497
H  0.8305  -0.9352  -2.1913  -1.0448
H  2.0121  -1.6831  -3.2349  0.4836
H  1.1788  0.1660  -4.4530  0.3845
H  0.7171  -1.3381  -5.2333  0.4262
H  -1.1107  0.2071  -5.3835  0.5119
H  -1.6161  -1.1407  -4.3068  0.2919
H  -2.3570  0.7050  -3.0730  0.5007
H  -0.7011  0.5123  -2.4679  -0.6966
H  -1.3353  2.3603  -4.8179  0.5760
H  0.1553  2.1714  -3.9025  0.1897
H  -1.5678  2.8805  -1.8787  0.2418
H  -2.3136  3.7326  -3.2107  0.6181
H  0.4431  4.2692  -3.5669  0.4939
H  -0.8343  5.3512  -2.9246  0.3661
H  -0.3451  4.1162  -0.6251  0.2989
H  0.6240  5.4416  -1.1755  0.4448
H  2.2164  3.9462  -0.4868  0.4781
H  2.2704  3.8290  -2.2192  0.5399
H  0.3643  1.9385  -1.0597  -0.5947
H  1.5912  1.6107  -2.2788  0.5447
H  2.9185  2.0081  0.2417  0.6539
H  2.7820  0.5423  -0.7225  0.6065
H  0.4647  0.2817  0.4112  -0.1816
H  0.3747  2.7293  0.9284  -0.3436
H  1.5548  2.5258  2.1673  0.3492
H  -0.8597  2.7963  2.7117  0.9462
H  -1.3243  -0.0844  2.9485  0.1675
H  -1.5118  0.5844  1.2779  0.3332
H  -2.9247  1.4881  3.8118  0.3173
H  -2.9114  2.3368  2.2353  0.5137
H  -4.5745  1.0104  1.4426  0.4601
H  -3.4802  -0.3269  1.5888  0.3733
H  -4.6896  -2.5796  1.9609  0.3234
H  -4.0090  -3.3533  3.3773  0.3371
H  -5.6809  -2.8389  3.4147  0.3112
H  3.9215  0.0281  1.1851  0.4249
H  3.7449  -1.4002  2.1314  0.5436
H  3.3713  -2.5838  0.3762  0.4623
H  2.2500  -1.6036  -0.2508  -0.1657
H  0.9718  -4.6001  1.9640  0.5416
H  0.7179  -3.4732  0.5932  -0.6372
H  -0.5188  -3.6325  1.8566  0.2608
H  1.4326  -2.7133  4.5430  0.3071
H  2.8541  -2.1933  3.6962  0.3728
H  2.3790  -3.8826  3.5752  0.4742

Summary:
energy above the lowest of the compared OMol25 structures with the same formula, charge and spin = 38.0 kcal per mole
HOMO level = -8.793 eV
total energy = -53870.230 eV
orbital gap = 9.2663 eV
spin multiplicity = 1

=====

The highest spin multiplicity belongs to which entry?
C26H50ClF5P2PtSi2